No. 1
The following is a DFT calculation (ωB97M-V/def2-TZVPD) of one molecule with the formula C3H3NO in a non-equilibrium geometry.

The geometry in XYZ format:
```
8
Properties=species:S:1:pos:R:3:forces:R:3:nbo_charge:R:1
N -0.578 -1.423 0.107 1.5 -0.4 -0.7 -0.589
C 0.229 -2.288 -0.059 -0.7 -0.7 0.4 0.391
C 0.071 -0.189 -0.435 -0.5 0.5 -0.2 0.169
C -0.138 0.978 0.385 -0.3 0.4 0.1 -0.110
O 1.148 0.362 0.260 0.0 -0.2 0.1 -0.458
H 0.160 -0.176 -1.519 -0.2 0.0 0.3 0.208
H -0.272 1.945 -0.082 0.2 0.1 0.1 0.191
H -0.620 0.791 1.342 0.0 0.2 -0.1 0.198
```
Forces are in eV/Å.

The value obtained for the HOMO-LUMO gap is 11.884 eV. Its multiplicity is 1. The HOMO energy comes out at -11.374 eV. As for the net charge: 0. Its maximum force is 1.70 eV/A.

No. 2
The following is a DFT calculation (ωB97M-V/def2-TZVPD) of one molecule with the formula C6H6ClNO in a non-equilibrium geometry.

The geometry in XYZ format:
```
15
Properties=species:S:1:pos:R:3:forces:R:3:nbo_charge:R:1
C 0.213 2.179 1.378 -3.1 -3.1 -4.4 -0.606
C 1.117 1.157 0.723 1.5 3.8 -0.1 -0.154
Cl 2.468 1.889 -0.201 -0.3 -0.3 0.2 -0.037
C 1.130 -0.116 0.791 -0.7 -2.4 -0.3 0.340
N 1.017 -1.331 0.675 0.4 1.4 1.0 -0.375
C 0.222 -1.830 -0.419 -0.1 0.0 -0.8 -0.234
C 0.124 -1.101 -1.745 0.1 0.5 1.7 -0.597
C -0.305 0.135 -1.835 -1.0 2.7 -0.5 0.749
O -0.731 1.237 -1.941 0.9 -2.7 0.2 -0.459
H -0.269 2.862 0.525 0.9 -1.6 2.0 0.236
H 0.581 2.723 2.134 1.8 2.0 2.5 0.218
H -0.514 1.437 1.801 -0.3 1.3 -0.1 0.221
H 0.696 -2.734 -0.633 0.6 -1.6 -0.7 0.214
H -0.721 -2.130 -0.060 -1.3 -0.1 0.8 0.215
H 0.845 -1.482 -2.402 0.6 0.0 -1.5 0.268
```
Forces are in eV/Å.

The value obtained for the HOMO-LUMO gap is 9.537 eV. Its SMILES is CC(Cl)=C=NCC=C=O. Its multiplicity is 1. The HOMO energy comes out at -8.987 eV. As for the net charge: 0. Its maximum force is 6.25 eV/A.

No. 3
The following is a DFT calculation (ωB97M-V/def2-TZVPD) of one molecule with the formula C6H16N2 in a non-equilibrium geometry.

The geometry in XYZ format:
```
24
Properties=species:S:1:pos:R:3:forces:R:3:nbo_charge:R:1
C -0.803 -2.711 -1.652 -0.9 -0.5 0.2 -0.427
N -1.091 -1.561 -0.780 -0.6 -1.3 -1.5 -0.620
C -0.217 -0.470 -1.113 1.2 0.8 0.9 -0.220
C -0.368 0.647 -0.081 0.1 0.3 0.8 -0.046
C -0.272 2.085 -0.572 0.7 0.4 -0.6 -0.638
N 0.514 0.395 1.082 0.4 -0.1 0.3 -0.460
C 0.091 1.048 2.303 -0.9 -1.0 0.4 -0.415
C 1.948 0.504 0.870 -0.2 0.5 -0.7 -0.419
H -1.225 -3.657 -1.298 0.1 0.2 0.8 0.198
H 0.271 -2.860 -1.704 0.3 -0.1 -0.7 0.170
H -1.345 -2.683 -2.604 0.7 0.7 -0.3 0.195
H -0.982 -1.933 0.143 0.4 0.6 0.8 0.364
H 0.855 -0.744 -1.094 -0.1 -0.3 0.0 0.157
H -0.329 -0.108 -2.133 -0.7 -0.1 -0.1 0.195
H -1.339 0.528 0.388 -0.5 -0.1 -0.4 0.203
H 0.768 2.411 -0.683 0.0 -0.1 0.2 0.202
H -0.666 2.259 -1.572 -0.5 -0.2 0.0 0.215
H -0.747 2.788 0.112 -0.1 -0.1 0.0 0.214
H -1.001 1.094 2.283 0.0 0.7 -0.1 0.199
H 0.206 0.377 3.166 0.7 0.1 0.0 0.194
H 0.553 2.011 2.530 -0.1 0.2 -0.1 0.174
H 2.494 0.632 1.802 -0.1 -0.7 0.2 0.207
H 2.241 1.410 0.319 -0.1 0.1 -0.2 0.164
H 2.282 -0.343 0.272 0.4 -0.1 0.3 0.196
```
Forces are in eV/Å.

The value obtained for the HOMO-LUMO gap is 9.235 eV. Its SMILES is CNC[C@H](C)N(C)C. Its multiplicity is 1. The HOMO energy comes out at -8.142 eV. As for the net charge: 0. Its maximum force is 2.12 eV/A.

Sequential energy above the lowest of the compared OMol25 structures with the same formula, charge and spin output: 69.2 70.4 38.5 kcal/mol
Sequential LUMO output: 0.51 0.55 1.09 eV